The following is a quantum chemistry calculation of 2 unconnected molecules or ions with the total composition C10H16, from the OMol25 dataset.

Properties
* energy relative to the best compared isomer or geometry (same formula, charge and spin): 81.1 kJ/mol
* SMILES string: CCc1ccccc1.CC
* LUMO energy: 0.035 Ha

Positions of all 26 atoms, in Å:
1 C 0.877 2.648 0.850
2 C 0.497 1.424 0.010
3 C 0.095 0.243 0.852
4 C 1.123 -0.573 1.370
5 C 0.895 -1.538 2.336
6 C -0.416 -1.623 2.811
7 C -1.427 -0.942 2.202
8 C -1.222 0.058 1.231
9 H 1.413 3.407 0.290
10 H 1.520 2.229 1.637
11 H 0.081 3.138 1.412
12 H -0.306 1.656 -0.697
13 H 1.326 1.179 -0.655
14 H 2.109 -0.200 1.105
15 H 1.680 -2.154 2.745
16 H -0.641 -2.239 3.674
17 H -2.449 -1.225 2.445
18 H -2.155 0.497 0.914
19 C 0.322 -1.053 -3.221
20 C -1.073 -0.482 -2.902
21 H 1.063 -0.267 -3.367
22 H 0.697 -1.620 -2.370
23 H 0.241 -1.669 -4.111
24 H -1.154 0.384 -2.238
25 H -1.668 -1.307 -2.521
26 H -1.428 0.028 -3.802


The following is a quantum chemistry calculation of 2 unconnected molecules or ions with the total composition C10H16, from the OMol25 dataset.

Properties
* energy relative to the best compared isomer or geometry (same formula, charge and spin): 104.5 kJ/mol
* SMILES string: CCc1ccccc1.CC
* LUMO energy: 0.038 Ha

Positions of all 26 atoms, in Å:
1 C 1.285 -1.210 -2.349
2 C 0.490 -1.865 -1.222
3 C -0.456 -0.958 -0.431
4 C -0.756 0.354 -0.796
5 C -1.856 1.052 -0.378
6 C -2.555 0.531 0.726
7 C -2.105 -0.698 1.282
8 C -1.081 -1.454 0.695
9 H 1.957 -0.414 -2.038
10 H 0.659 -0.736 -3.104
11 H 1.897 -1.976 -2.813
12 H -0.164 -2.591 -1.716
13 H 1.089 -2.489 -0.553
14 H -0.086 0.745 -1.560
15 H -2.336 1.944 -0.787
16 H -3.459 0.962 1.142
17 H -2.677 -1.038 2.128
18 H -0.885 -2.435 1.096
19 C 1.182 0.940 1.818
20 C 1.429 2.161 0.919
21 H 0.538 0.916 2.684
22 H 0.944 0.077 1.192
23 H 2.236 0.694 2.049
24 H 1.730 1.887 -0.083
25 H 2.331 2.678 1.292
26 H 0.651 2.925 0.807


The following is a quantum chemistry calculation of 2 unconnected molecules or ions with the total composition C10H16, from the OMol25 dataset.

Properties
* energy relative to the best compared isomer or geometry (same formula, charge and spin): 290.4 kJ/mol
* SMILES string: CCc1ccccc1.CC
* LUMO energy: 0.031 Ha

Positions of all 26 atoms, in Å:
1 C 1.898 -2.362 -0.504
2 C 0.380 -2.264 -0.965
3 C -0.339 -1.112 -0.336
4 C -0.148 -0.789 1.136
5 C -1.066 0.088 1.663
6 C -1.801 1.007 0.883
7 C -2.175 0.507 -0.362
8 C -1.416 -0.502 -0.971
9 H 2.430 -3.241 -1.001
10 H 1.818 -2.723 0.601
11 H 2.419 -1.491 -0.666
12 H 0.397 -1.980 -2.146
13 H -0.134 -3.237 -0.897
14 H 0.439 -1.431 1.657
15 H -1.076 0.288 2.709
16 H -2.288 2.004 1.128
17 H -2.987 0.913 -0.840
18 H -1.575 -0.930 -1.923
19 C 1.398 2.603 -0.822
20 C 1.746 2.414 0.641
21 H 0.616 1.872 -1.153
22 H 1.315 3.645 -1.440
23 H 2.292 1.963 -1.262
24 H 2.286 3.278 1.104
25 H 2.311 1.428 0.681
26 H 0.876 2.102 1.277


The following is a quantum chemistry calculation of 2 unconnected molecules or ions with the total composition C10H16, from the OMol25 dataset.

Properties
* energy relative to the best compared isomer or geometry (same formula, charge and spin): 210.3 kJ/mol
* total charge: +1
* multiplicity: 2
* LUMO energy (spin up / spin down): -0.160 / -0.308 Ha

Positions of all 26 atoms, in Å:
1 C -0.217 -0.575 -2.750
2 C -1.412 -1.424 -2.356
3 C 0.427 -0.941 -4.082
4 H -0.666 0.414 -2.697
5 H 0.458 -0.659 -1.844
6 H -2.377 -1.142 -2.203
7 H 0.770 -1.918 -4.022
8 H -0.268 -0.690 -4.961
9 H -1.277 -2.013 -1.456
10 H -1.477 -2.178 -2.981
11 H 1.401 -0.382 -4.072
12 C -1.132 2.519 1.524
13 C -0.931 -0.003 1.734
14 C -0.303 1.227 1.682
15 C -0.140 -1.163 1.564
16 C 1.094 1.419 1.600
17 C 1.281 -1.002 1.600
18 C 1.869 0.226 1.440
19 H -1.946 -0.218 1.759
20 H -0.382 -2.175 1.695
21 H -1.654 2.526 0.550
22 H -0.421 3.420 1.606
23 H 1.662 2.332 1.661
24 H 1.994 -1.877 1.792
25 H 2.954 0.373 1.276
26 H -1.986 2.498 2.157


The following is a quantum chemistry calculation of 2 unconnected molecules or ions with the total composition C10H16BClN3O5, from the OMol25 dataset.

Properties
* total charge: +1
* LUMO energy: -0.185 Ha

Positions of all 36 atoms, in Å:
1 C -3.705 0.330 2.752
2 N -2.229 0.121 2.590
3 C -1.918 -1.301 2.208
4 N -0.580 -1.221 1.490
5 C 0.438 -0.590 2.171
6 C 1.818 -0.372 1.603
7 B 3.054 0.385 2.321
8 O 3.377 0.228 3.715
9 O 3.844 1.293 1.520
10 C 2.906 2.200 0.871
11 C 1.889 -0.945 0.191
12 Cl 3.352 -0.884 -0.849
13 C 0.638 -1.620 -0.299
14 N -0.596 -1.781 0.297
15 H -3.983 1.227 2.094
16 H -3.868 0.702 3.823
17 H -4.336 -0.574 2.496
18 H -1.955 0.677 1.762
19 H -1.734 -1.933 3.145
20 H -2.727 -1.752 1.557
21 H 0.238 -0.204 3.222
22 H 3.071 1.078 4.112
23 H 2.617 1.851 -0.168
24 H 3.379 3.234 0.761
25 H 1.948 2.375 1.481
26 H 0.712 -2.077 -1.343
27 C -0.945 -0.885 -4.678
28 C -0.174 0.299 -5.179
29 O -0.317 1.243 -4.122
30 C -0.578 0.543 -2.990
31 O -0.589 1.018 -1.891
32 O -0.825 -0.766 -3.263
33 H -0.530 -1.832 -5.025
34 H -2.003 -0.842 -4.947
35 H 0.889 0.080 -5.315
36 H -0.576 0.695 -6.112


The following is a quantum chemistry calculation of a molecular structure, C10H16BrCl3ORu, from the OMol25 dataset.

Properties
* energy relative to the best compared isomer or geometry (same formula, charge and spin): 0.0 kJ/mol
* total charge: -2
* multiplicity: 5
* LUMO energy (spin up / spin down): 0.197 / 0.180 Ha

Positions of all 32 atoms, in Å:
1 C -0.697 -0.386 0.866
2 C 0.047 -1.336 0.042
3 C 0.290 -0.687 -1.232
4 C 0.121 -2.797 0.279
5 C -0.245 0.623 -1.182
6 C -0.876 0.812 0.074
7 C -1.689 1.958 0.483
8 C -1.534 -0.775 2.021
9 C 0.917 -1.357 -2.383
10 C -0.164 1.616 -2.275
11 Ru 1.490 -0.213 1.162
12 Cl 3.104 -1.363 0.409
13 Cl 1.507 -1.438 3.115
14 Cl 2.503 1.517 -0.040
15 H -0.102 -3.015 1.321
16 H 1.134 -3.150 0.072
17 H -0.579 -3.326 -0.373
18 H 1.905 -1.749 -2.109
19 H 1.035 -0.663 -3.219
20 H 0.306 -2.205 -2.724
21 H 0.769 1.490 -2.842
22 H -0.165 2.631 -1.858
23 H -1.005 1.506 -2.975
24 H -1.193 2.904 0.181
25 H -1.772 1.982 1.573
26 H -2.696 1.931 0.037
27 H -1.017 -1.527 2.615
28 H -2.501 -1.171 1.682
29 H -1.710 0.096 2.656
30 O 0.975 1.439 2.542
31 H 1.146 2.220 1.984
32 Br 0.696 4.432 0.098


The following is a quantum chemistry calculation of a molecular structure, C10H16BrN2S, from the OMol25 dataset.

Properties
* energy relative to the best compared isomer or geometry (same formula, charge and spin): 28.1 kJ/mol
* total charge: +1
* LUMO energy: -0.140 Ha

Positions of all 30 atoms, in Å:
1 C 3.274 -1.601 -4.147
2 C 0.593 -1.485 -2.422
3 C 1.312 -0.808 -1.548
4 C 2.982 -2.136 -2.870
5 C 1.140 -2.543 -3.188
6 C -2.378 -0.049 1.635
7 C -0.015 -0.302 2.356
8 C 0.589 1.340 -1.308
9 C -0.620 -0.378 -0.157
10 C -0.919 0.235 1.218
11 N 3.422 -1.324 -5.251
12 N 0.731 0.108 -0.645
13 S 3.037 -1.190 -1.376
14 Br 0.691 -4.362 -2.265
15 H -0.401 -1.126 -2.487
16 H 3.514 -3.125 -2.704
17 H 1.122 -2.621 -4.272
18 H -2.449 -1.006 2.062
19 H -3.187 0.007 0.856
20 H -2.561 0.637 2.463
21 H 0.048 -1.384 2.225
22 H 1.020 -0.005 2.275
23 H -0.436 0.066 3.269
24 H -0.196 1.353 -2.089
25 H 0.132 2.146 -0.617
26 H 1.607 1.621 -1.704
27 H -0.521 -1.558 -0.187
28 H -1.323 0.008 -0.946
29 H -0.892 1.345 1.070
30 H 1.430 0.244 0.212


Number 1: F_max 2.5 eV Å⁻¹, electronic energy -10628.90301 eV. Number 2: F_max 2.6 eV Å⁻¹, electronic energy -10628.66017 eV. Number 3: F_max 6.4 eV Å⁻¹, electronic energy -10626.73333 eV. Number 4: F_max 5.3 eV Å⁻¹, electronic energy -10618.69387 eV. Number 5: F_max 5.0 eV Å⁻¹, electronic energy -38528.20491 eV. Number 6: F_max 6.0 eV Å⁻¹, electronic energy -122870.43506 eV. Number 7: F_max 5.1 eV Å⁻¹, electronic energy -94477.34978 eV.